*one*
Density functional theory data (ωB97M-V/def2-TZVPD) for the molecule C3H5PS.

Output
HOMO energy (alpha / beta), eV: -8.5 / -8.6
Gap between HOMO and LUMO (alpha / beta), eV: 6.6 / 7.9
Lowest unoccupied orbital energy (alpha / beta), eV: -1.928 / -0.751
SMILES: C=PC(C)=S
M, g/mol: 104.11

Last column: Mulliken charge in e.
Element x y z (Å)
H: -1.915 1.590 -0.281  0.344
H: -0.659 1.416 -1.527  0.333
C: -0.421 0.115 0.155  0.359
H: 0.567 -2.716 1.044  0.308
C: 1.451 -2.280 0.631  -0.693
P: 1.281 -0.268 -0.164  0.077
H: 2.411 -2.744 0.565  0.333
C: -0.856 1.415 -0.453  -1.124
H: -0.286 2.237 -0.016  0.326
S: -1.477 -0.786 1.049  -0.264

*two*
Density functional theory data (ωB97M-V/def2-TZVPD) for a cluster of 2 separate species, C3H5PS in total.

Output
HOMO energy (alpha / beta), eV: -8.1 / -8.1
Gap between HOMO and LUMO (alpha / beta), eV: 6.7 / 6.7
Lowest unoccupied orbital energy (alpha / beta), eV: -1.316 / -1.326
M, g/mol: 104.11

Last column: Mulliken charge in e.
Element x y z (Å)
H: -2.630 0.081 0.220  0.175
H: -0.747 -2.245 -0.516  0.334
P: 3.182 -0.025 1.112  0.009
H: 0.307 -0.130 1.594  0.438
C: -0.417 -0.332 0.839  -0.581
C: -1.504 0.079 -0.153  -0.423
C: -0.747 -1.233 -0.107  -0.128
S: 2.778 0.909 -0.597  -0.142
H: 1.541 1.345 -0.542  0.160
H: -1.312 0.918 -0.918  0.157

Most stable pick: *one*. Distance to second place: 0.0385 hartree.

*one*
Density functional theory data (ωB97M-V/def2-TZVPD) for a cluster of 2 separate species, C2H2BrO2S in total.

Output
HOMO energy, eV: -3.8
Charge: -1
Gap between HOMO and LUMO, eV: 5.4
Lowest unoccupied orbital energy, eV: 1.522
M, g/mol: 170.01

Last column: Mulliken charge in e.
Element x y z (Å)
O: -2.016 0.682 0.135  -0.536
C: 0.353 0.510 0.372  -0.035
Br: 1.932 0.834 -2.972  -0.933
C: -1.060 -0.029 0.358  0.635
H: 0.583 1.571 0.021  0.294
H: -0.208 -1.747 0.711  0.289
S: 1.565 -0.461 0.944  -0.282
O: -1.150 -1.359 0.432  -0.431

*two*
Density functional theory data (ωB97M-V/def2-TZVPD) for a cluster of 2 separate species, C2H2BrO2S in total.

Output
HOMO energy, eV: -2.9
Charge: -1
Gap between HOMO and LUMO, eV: 5.6
Lowest unoccupied orbital energy, eV: 2.741
M, g/mol: 170.01

Last column: Mulliken charge in e.
Element x y z (Å)
C: -0.114 -0.674 -0.496  0.090
O: -1.367 0.620 -2.306  -0.495
H: 1.887 1.735 3.089  -0.061
C: -1.036 -0.091 -1.408  0.631
S: 0.726 1.760 2.447  -0.856
Br: 1.214 -1.988 -1.138  -0.185
O: -1.486 -1.110 -0.649  -0.317
H: 0.176 -0.253 0.461  0.194

Most stable pick: *one*. Distance to second place: 0.0747 hartree.

*one*
Density functional theory data (ωB97M-V/def2-TZVPD) for a cluster of 2 separate species, C2H3NS2 in total.

Output
HOMO energy, eV: -8.0
Gap between HOMO and LUMO, eV: 7.6
Lowest unoccupied orbital energy, eV: -0.414
M, g/mol: 105.19

Last column: Mulliken charge in e.
Element x y z (Å)
H: -0.189 0.078 -2.001  0.229
C: 0.045 -0.218 0.813  0.351
S: -0.576 -1.173 1.900  -0.272
C: -0.127 -0.769 -1.238  -0.242
S: -0.858 -2.051 -1.753  -0.155
N: 0.541 1.039 0.849  -0.403
H: 1.015 1.395 -0.052  0.259
H: 0.150 1.699 1.483  0.233

*two*
Density functional theory data (ωB97M-V/def2-TZVPD) for the molecule C2H3NS2.

Output
HOMO energy, eV: -8.7
Gap between HOMO and LUMO, eV: 7.5
Lowest unoccupied orbital energy, eV: -1.204
SMILES: S=CNC=S
M, g/mol: 105.19

Last column: Mulliken charge in e.
Element x y z (Å)
S: -2.159 -0.200 -1.204  -0.273
H: -0.077 0.204 -1.118  0.233
H: -0.998 -0.628 1.512  0.323
C: -0.801 0.113 -0.354  -0.101
N: -0.432 0.084 0.889  -0.195
C: 0.974 -0.220 1.243  -0.098
S: 2.287 0.268 0.317  -0.193
H: 1.016 -0.604 2.237  0.306

Most stable pick: *two*. Distance to second place: 0.0510 hartree.

*one*
Density functional theory data (ωB97M-V/def2-TZVPD) for a structure of composition C9H10N2O2S.

Output
HOMO energy, eV: -8.8
Gap between HOMO and LUMO, eV: 8.3
Lowest unoccupied orbital energy, eV: -0.527
M, g/mol: 210.26

Last column: Mulliken charge in e.
Element x y z (Å)
H: -0.130 -0.943 -2.309  0.414
O: 1.111 0.576 1.562  -0.534
C: -1.834 0.005 0.522  0.843
H: -1.483 1.027 -3.263  0.376
H: 0.917 -0.069 2.255  0.392
H: 1.494 0.527 -0.501  0.312
H: 3.396 -0.373 1.677  0.323
C: 3.201 -0.134 0.620  -1.273
C: 1.179 -1.543 0.268  -0.836
H: -2.985 2.334 -1.773  0.380
S: -3.029 0.852 2.328  0.172
C: -2.426 1.475 -1.384  -0.613
N: -3.321 1.709 0.974  -0.637
H: 3.567 0.887 0.410  0.341
C: -2.582 1.137 0.005  0.414
C: 1.633 -0.076 0.412  0.309
H: 1.685 -1.990 -0.613  0.334
H: 1.554 -2.113 1.144  0.391
C: -1.602 0.761 -2.209  -0.590
O: -0.242 -1.766 0.185  -0.435
C: -0.951 -0.729 -0.374  0.548
C: -0.824 -0.366 -1.688  -0.377
N: -1.990 -0.315 1.814  -0.613
H: 3.664 -0.873 -0.063  0.360

*two*
Density functional theory data (ωB97M-V/def2-TZVPD) for a cluster of 2 separate species, C9H10N2O2S in total.

Output
HOMO energy, eV: -10.1
Gap between HOMO and LUMO, eV: 10.5
Lowest unoccupied orbital energy, eV: 0.327
SMILES: O=S(=O)(c1ccccn1)C1CC1.C#N
M, g/mol: 210.26

Last column: Mulliken charge in e.
Element x y z (Å)
H: 1.062 -0.562 -1.930  0.425
H: -2.939 -2.736 -1.428  0.293
H: 3.109 -1.564 0.367  0.306
H: -3.719 1.116 1.807  0.443
C: -0.934 -0.153 0.354  0.257
H: -3.485 2.489 -0.360  0.459
C: 1.506 -0.816 -0.944  -0.046
C: -3.690 -2.008 -1.424  0.081
H: 2.067 0.841 0.409  0.217
N: -4.556 -1.374 -1.760  -0.368
O: 1.038 -1.389 1.592  -0.656
H: 3.648 -0.984 -1.349  0.314
C: 2.352 0.327 -0.505  -0.519
C: 2.983 -1.061 -0.557  -0.732
S: 0.385 -1.365 0.339  1.157
H: -1.652 1.991 -1.823  0.425
C: -2.887 1.029 1.148  -0.401
C: -1.863 0.059 1.381  -0.377
H: 2.818 0.947 -1.243  0.293
O: -0.227 -2.629 -0.062  -0.694
N: -0.881 0.533 -0.735  -0.249
C: -2.799 1.792 -0.014  -0.469
H: -1.611 -0.573 2.330  0.280
C: -1.738 1.553 -0.867  -0.439

Most stable pick: *one*. Distance to second place: 0.0915 hartree.

*one*
Density functional theory data (ωB97M-V/def2-TZVPD) for a cluster of 7 separate species, C6H26N2O6 in total.

Output
HOMO energy, eV: -8.3
Gap between HOMO and LUMO, eV: 8.7
Lowest unoccupied orbital energy, eV: 0.402
SMILES: C=CCCCNCN.O.O.O.O.O.O
M, g/mol: 222.28

Last column: Mulliken charge in e.
Element x y z (Å)
H: 1.327 -3.139 -1.612  0.351
H: 2.691 0.819 2.194  0.374
H: -4.322 0.755 1.401  0.298
H: -1.316 -2.911 1.165  0.339
H: 2.469 0.097 -1.189  0.157
H: -0.168 2.621 -1.999  0.362
H: -2.772 -0.798 1.454  0.086
H: 0.560 -0.296 2.812  0.636
N: 1.586 1.130 0.502  -0.134
H: 3.028 -2.995 -0.387  0.362
O: -0.184 3.564 -2.144  -0.624
C: 0.619 -1.989 1.552  0.046
H: 1.632 1.679 -1.555  0.044
H: -0.468 0.558 -1.103  0.179
O: 3.224 -2.768 -1.325  -0.707
H: 2.906 -0.502 0.979  0.483
N: 0.330 0.124 -1.315  -0.196
H: -2.142 3.205 1.003  0.334
H: 0.705 1.519 0.855  0.282
C: 1.315 -0.799 2.240  -0.896
H: -1.598 3.370 -0.477  0.260
H: -3.146 1.011 -2.994  0.264
H: 2.857 -1.916 -1.510  0.336
H: 0.020 -3.752 -2.284  0.273
C: 1.575 0.723 -0.901  -0.431
H: -2.698 2.156 -1.975  0.327
O: -1.514 3.709 0.447  -0.638
H: 0.753 -2.919 1.971  0.593
O: -2.585 1.203 -2.266  -0.600
C: -0.889 -1.950 1.426  0.085
H: 0.654 3.897 -1.935  0.315
C: 2.268 0.163 1.460  -1.009
O: 0.378 -3.008 -1.766  -0.599
O: -3.975 1.429 0.859  -0.612
H: -1.269 0.014 2.105  0.156
H: 1.822 -1.300 3.030  0.331
H: 1.071 -2.068 0.616  -0.378
H: 0.181 -0.852 -1.252  0.084
C: -1.673 -0.905 1.606  -0.858
H: -3.250 1.123 0.310  0.328

*two*
Density functional theory data (ωB97M-V/def2-TZVPD) for a cluster of 7 separate species, C6H26N2O6 in total.

Output
HOMO energy, eV: -9.4
Gap between HOMO and LUMO, eV: 10.0
Lowest unoccupied orbital energy, eV: 0.560
SMILES: CNC[C@H]1CCCN1.O.O.O.O.O.O
M, g/mol: 222.28

Last column: Mulliken charge in e.
Element x y z (Å)
N: 0.030 1.735 -1.417  -0.456
H: -0.714 0.539 -4.169  0.239
H: -0.913 -0.391 2.305  0.559
H: -3.263 -1.266 0.760  0.417
C: -0.162 2.228 0.915  -0.423
H: -0.081 3.257 1.263  0.341
H: -0.496 -0.525 0.277  0.065
H: 2.067 2.218 0.926  0.468
H: 0.215 -2.033 -1.148  0.283
H: 1.464 -1.827 1.525  0.306
H: 2.133 -1.794 0.055  0.355
C: 1.226 1.566 0.685  -0.400
H: -1.492 2.900 -0.672  0.531
C: 1.308 1.283 -0.824  -0.151
H: -2.639 -1.563 -0.774  0.393
C: -2.310 -1.470 0.269  -1.147
O: -0.700 -0.330 3.273  -0.759
C: -0.977 1.995 -0.360  -0.158
H: 2.332 -1.573 -2.189  0.359
O: 3.043 -1.145 -1.684  -0.659
H: 1.342 0.701 1.325  -0.106
H: -0.496 0.747 -2.601  0.471
N: -1.463 -0.310 0.534  -0.095
H: -0.054 -1.173 -2.439  0.408
H: 1.409 0.240 -1.085  -0.142
C: -1.963 0.835 -0.241  -1.166
H: 3.851 -1.655 -1.788  0.265
O: 0.447 -1.930 -2.082  -0.790
O: 1.332 -1.976 0.569  -0.598
H: 1.118 -0.997 3.404  0.375
O: -1.045 0.312 -3.292  -0.721
H: -2.239 0.500 -1.245  0.495
H: -1.341 0.299 3.618  0.267
H: -1.913 -2.428 0.590  0.336
H: 2.115 1.806 -1.325  0.456
H: 0.616 -2.302 3.661  0.346
H: -0.521 1.671 1.770  0.071
H: 0.159 2.552 -1.994  0.311
H: -2.900 1.217 0.179  0.403
O: 1.474 -1.911 3.426  -0.747

Most stable pick: *two*. Distance to second place: 0.1156 hartree.

*one*
Density functional theory data (ωB97M-V/def2-TZVPD) for the molecule C2H2ClF.

Output
HOMO energy, eV: -10.2
Gap between HOMO and LUMO, eV: 11.0
Lowest unoccupied orbital energy, eV: 0.858
SMILES: C=C(F)Cl
M, g/mol: 80.49

Last column: Mulliken charge in e.
Element x y z (Å)
H: -1.355 0.688 -0.174  0.293
C: 0.534 0.021 0.062  0.444
F: 1.067 1.374 0.029  -0.249
Cl: 1.861 -1.025 -0.043  -0.114
H: -1.343 -0.950 0.156  0.288
C: -0.764 -0.109 -0.029  -0.662

*two*
Density functional theory data (ωB97M-V/def2-TZVPD) for the molecule C2H2ClF.

Output
HOMO energy, eV: -10.6
Gap between HOMO and LUMO, eV: 10.8
Lowest unoccupied orbital energy, eV: 0.232
SMILES: C=C(F)Cl
M, g/mol: 80.49

Last column: Mulliken charge in e.
Element x y z (Å)
F: 2.031 -1.813 -0.039  -0.177
C: 1.555 -0.601 0.074  0.366
C: 0.369 -0.108 -0.005  -0.421
H: 0.363 1.068 -0.042  0.233
H: -0.498 -0.823 -0.130  0.260
Cl: 3.201 0.630 0.021  -0.261

Most stable pick: *one*. Distance to second place: 0.0186 hartree.